{"formula": "C34H28GeLiN2O5", "method": "ωB97M-V with the def2-TZVPD basis set", "charge": -1, "fmax_ev_per_a": 0.476, "energy_ev": -105656.838, "e_above_lowest_kcal_mol": 0.00, "spin_multiplicity": 1, "e_homo_ev": -6.08, "orbital_gap_ev": 8.66, "elements": ["Li", "N", "C", "C", "C", "C", "C", "N", "C", "H", "H", "H", "H", "O", "C", "C", "C", "C", "C", "C", "C", "O", "O", "H", "H", "H", "H", "H", "O", "C", "O", "C", "C", "Ge", "C", "C", "C", "C", "C", "C", "C", "C", "C", "C", "C", "C", "C", "C", "C", "C", "C", "C", "H", "H", "H", "H", "H", "H", "H", "H", "H", "H", "H", "H", "H", "H", "H", "H", "H", "H", "H"], "xyz": [[-0.711, -0.372, 0.571], [5.235, -2.971, 1.149], [4.472, -2.212, 0.745], [3.548, -1.242, 0.210], [3.993, -0.290, -0.700], [3.090, 0.636, -1.185], [1.778, 0.573, -0.740], [1.353, -0.344, 0.126], [2.212, -1.239, 0.605], [5.029, -0.284, -1.013], [3.392, 1.396, -1.892], [1.019, 1.268, -1.083], [1.819, -1.938, 1.339], [-3.937, -0.495, -0.779], [-4.429, 0.667, -0.266], [-5.788, 0.961, -0.302], [-6.262, 2.148, 0.238], [-5.383, 3.040, 0.833], [-4.031, 2.723, 0.883], [-3.532, 1.553, 0.330], [-2.050, 1.257, 0.406], [-1.537, 1.226, 1.552], [-1.439, 0.993, -0.658], [-4.671, -1.064, -1.030], [-6.473, 0.255, -0.759], [-7.322, 2.368, 0.197], [-5.744, 3.964, 1.264], [-3.334, 3.390, 1.375], [-1.018, -2.007, 1.298], [-0.629, -2.035, 2.500], [0.494, -2.433, 2.880], [-1.583, -1.516, 3.572], [-1.050, -1.669, 4.997], [0.861, -1.298, 5.229], [1.782, -0.040, 4.062], [1.114, 1.035, 3.476], [1.783, 1.925, 2.645], [3.139, 1.759, 2.396], [3.818, 0.693, 2.972], [3.144, -0.198, 3.801], [0.894, -0.355, 6.995], [1.338, 0.956, 7.161], [1.302, 1.585, 8.403], [0.822, 0.908, 9.513], [0.377, -0.402, 9.374], [0.417, -1.019, 8.131], [1.989, -2.852, 5.642], [1.808, -4.102, 5.045], [2.616, -5.180, 5.386], [3.632, -5.028, 6.320], [3.832, -3.792, 6.917], [3.010, -2.721, 6.586], [-2.532, -2.039, 3.428], [-1.790, -0.470, 3.331], [-1.175, -2.692, 5.364], [-1.589, -1.019, 5.688], [0.048, 1.163, 3.619], [1.233, 2.729, 2.171], [3.661, 2.448, 1.742], [4.872, 0.545, 2.767], [3.683, -1.040, 4.222], [1.726, 1.503, 6.307], [1.652, 2.606, 8.501], [0.795, 1.394, 10.481], [0.003, -0.942, 10.237], [0.076, -2.047, 8.048], [1.045, -4.220, 4.288], [2.460, -6.141, 4.909], [4.267, -5.867, 6.578], [4.623, -3.661, 7.646], [3.164, -1.767, 7.078]], "forces_ev_per_a": [[0.447, 0.050, -0.156], [0.026, -0.004, 0.005], [-0.152, 0.145, -0.060], [0.153, -0.121, 0.020], [0.047, -0.026, -0.027], [-0.006, 0.022, 0.018], [-0.009, -0.038, -0.011], [-0.118, 0.004, 0.019], [-0.002, 0.113, 0.054], [0.003, 0.003, 0.001], [0.002, 0.000, 0.000], [-0.010, -0.005, 0.001], [-0.016, -0.072, -0.038], [-0.030, -0.011, -0.008], [0.056, -0.031, -0.023], [-0.012, 0.031, 0.001], [0.004, -0.002, 0.000], [0.016, -0.048, -0.014], [-0.011, 0.044, 0.041], [-0.022, 0.246, -0.030], [-0.269, 0.123, 0.039], [-0.002, -0.039, -0.069], [-0.080, -0.071, -0.024], [0.007, 0.007, 0.005], [-0.001, 0.000, 0.000], [-0.001, -0.005, 0.000], [-0.003, 0.000, 0.002], [0.006, -0.011, -0.005], [-0.075, -0.035, 0.338], [0.021, -0.139, -0.143], [0.187, -0.131, 0.213], [-0.043, -0.037, 0.082], [-0.085, 0.049, -0.169], [0.131, 0.054, 0.268], [0.034, 0.043, -0.156], [0.020, -0.089, -0.052], [0.023, -0.008, -0.004], [-0.020, -0.011, 0.023], [-0.010, 0.008, 0.072], [-0.026, 0.031, -0.077], [-0.051, -0.020, 0.077], [0.006, -0.008, -0.005], [0.006, -0.028, -0.015], [-0.007, -0.018, -0.009], [0.022, 0.009, -0.034], [0.000, 0.060, -0.006], [0.027, -0.135, -0.049], [0.053, 0.030, 0.035], [-0.014, 0.032, -0.014], [0.000, 0.008, -0.003], [-0.041, 0.011, -0.004], [-0.007, -0.003, -0.019], [-0.018, 0.003, 0.055], [0.038, 0.000, -0.005], [-0.040, -0.026, -0.072], [-0.033, -0.004, -0.011], [-0.037, 0.039, 0.004], [-0.022, -0.009, 0.011], [0.000, -0.005, -0.002], [0.000, -0.004, 0.008], [-0.002, 0.002, 0.011], [-0.021, -0.012, -0.010], [0.004, -0.005, -0.004], [-0.005, -0.001, -0.002], [0.002, 0.000, -0.005], [-0.002, 0.006, -0.012], [-0.037, 0.025, -0.043], [-0.004, 0.007, 0.000], [-0.003, 0.001, -0.004], [-0.003, 0.007, -0.006], [0.007, -0.001, -0.005]], "lowdin_charge": [0.6067, 0.1511, -0.1815, -0.2093, -0.0274, -0.0524, -0.1134, 0.0646, -0.0513, 0.1176, 0.1021, 0.1061, 0.1067, 0.0753, -0.2603, -0.0367, -0.1088, -0.1051, -0.0265, -0.0672, -0.6633, -0.0478, -0.0548, 0.1038, 0.1060, 0.0941, 0.0915, 0.1174, -0.1115, -0.6773, -0.0757, -0.1671, -0.2398, 1.0054, -0.2650, -0.0991, -0.0871, -0.1086, -0.1051, -0.0977, -0.2671, -0.1002, -0.1033, -0.1163, -0.1051, -0.1204, -0.2528, -0.0924, -0.0945, -0.1107, -0.1012, -0.1183, 0.1140, 0.0930, 0.0713, 0.0641, 0.0970, 0.1050, 0.0960, 0.0994, 0.0984, 0.0907, 0.0934, 0.0905, 0.0927, 0.1015, 0.0884, 0.0954, 0.0921, 0.0937, 0.0972]}